{"formula": "S2", "method": "the ωB97M-V functional and the def2-TZVPD basis", "total_energy_ha": -796.1495, "relative_energy_kcal_mol": 107.6, "homo_ev": -9.99, "e_lumo_ev": -4.6, "species": ["S", "S"], "coordinates": [[0.05386, 1.37109, 0.35799], [-0.05386, -1.37109, -0.35799]], "lowdin_charge": [0.0000, 0.0000]}